# 1
Computed, not measured: a structure of composition C20H24BIrN4O4S in a non-equilibrium geometry, with ωB97M-V/def2-TZVPD.

Values from the calculation:
**LUMO (spin up / spin down)**: 0.5 / -1.9 eV
**Molecular weight**: 619.53 g/mol
**HOMO-LUMO gap (spin up / spin down)**: 6.34 / 6.32 eV
**⟨S²⟩**: 6.026
**E_tot**: -49629.008 eV

Geometry as ORCA input:
```
! wB97M-V def2-TZVPD RIJCOSX def2/J DEFGRID3
* xyz 0 5
Ir -0.289 0.535 0.297
N 2.282 3.052 2.773
C 1.333 2.143 2.324
S 0.952 2.448 0.534
N 1.130 1.006 2.943
N 0.405 0.176 2.173
C 0.248 -1.126 2.475
C 0.465 -1.678 3.809
C -0.619 -1.990 4.567
C -0.440 -2.445 5.888
C 0.841 -2.593 6.444
C 1.876 -2.275 5.638
C 1.681 -1.748 4.339
C -0.437 -1.978 1.554
C -0.717 -3.298 1.795
C -0.981 -4.173 0.747
C -1.019 -3.690 -0.560
C -0.851 -2.351 -0.768
N -0.688 -1.502 0.233
H 2.239 3.938 2.387
H 2.366 3.149 3.755
H -1.653 -2.013 4.219
H -1.342 -2.644 6.449
H 1.009 -3.004 7.494
H 2.899 -2.372 6.086
H 2.544 -1.467 3.807
H -0.575 -3.778 2.713
H -1.078 -5.198 1.089
H -1.149 -4.457 -1.281
H -0.842 -1.944 -1.782
O -2.450 0.965 2.332
C -2.888 1.326 1.266
O -2.276 1.249 0.153
H -3.961 1.776 1.041
C 0.226 3.481 -4.342
C -0.327 2.293 -3.678
C -1.800 2.199 -3.933
O -0.134 2.400 -2.250
B -0.036 1.052 -1.796
O 0.307 0.143 -2.798
C 0.466 0.961 -4.057
C 1.964 1.284 -4.110
C 0.014 0.182 -5.297
H -0.332 4.348 -3.980
H 0.085 3.381 -5.392
H 1.313 3.496 -4.108
H -2.234 3.093 -3.630
H -2.325 1.420 -3.398
H -2.043 2.073 -4.978
H 2.328 1.765 -3.205
H 2.220 1.948 -4.983
H 2.601 0.383 -4.146
H -1.039 0.192 -5.417
H 0.332 -0.883 -5.256
H 0.401 0.750 -6.174
*
```

# 2
Computed, not measured: a structure of composition C20H24Br27NO4 in a non-equilibrium geometry, with ωB97M-V/def2-TZVPD.

Values from the calculation:
**LUMO**: -0.7 eV
**Molecular weight**: 2499.82 g/mol
**HOMO-LUMO gap**: 8.76 eV
**E_tot**: -1921952.908 eV

Geometry as ORCA input:
```
! wB97M-V def2-TZVPD RIJCOSX def2/J DEFGRID3
* xyz 0 1
C 0.863 3.878 1.733
C -0.160 3.000 2.392
O -1.116 3.501 2.929
N -0.066 1.559 2.368
C -0.982 1.165 1.269
C 1.311 1.121 2.049
C 1.491 -0.350 2.363
C 2.824 -0.971 1.873
C 2.654 -2.002 0.754
C 2.669 -1.472 -0.615
C 2.773 -0.255 -1.100
C 2.696 -0.286 -2.570
O 2.777 0.593 -3.380
O 2.463 -1.616 -2.921
C 2.560 -2.378 -1.817
O 2.603 -3.575 -1.786
H 0.360 4.751 1.353
H 1.391 3.421 0.909
H 1.602 4.223 2.445
H -1.998 1.239 1.686
H -0.813 0.145 0.956
H -0.955 1.846 0.404
H 2.034 1.676 2.633
H 1.525 1.313 0.999
H 1.510 -0.421 3.445
H 0.654 -0.951 2.038
H 3.237 -1.507 2.714
H 3.494 -0.182 1.558
H 3.423 -2.763 0.812
H 1.713 -2.519 0.882
H 2.902 0.659 -0.561
C -0.744 -4.423 2.626
Br -2.329 -3.363 2.887
Br -0.473 -4.877 0.773
Br 0.800 -3.547 3.369
H -0.880 -5.347 3.166
C -0.453 4.132 -2.918
Br 1.333 4.652 -2.416
Br -0.503 3.376 -4.682
Br -1.269 2.963 -1.607
H -1.049 5.032 -2.946
C -4.023 3.557 -7.126
Br -3.114 5.249 -6.986
Br -4.330 2.771 -5.395
Br -5.655 3.708 -8.136
H -3.372 2.889 -7.669
C 1.499 -1.986 7.253
Br 0.249 -3.403 6.889
Br 2.796 -1.762 5.842
Br 0.592 -0.328 7.595
H 2.040 -2.267 8.144
C 3.784 -4.658 -5.042
Br 4.003 -4.866 -6.945
Br 3.947 -6.337 -4.116
Br 4.985 -3.337 -4.331
H 2.780 -4.297 -4.873
C 9.328 -3.043 -3.010
Br 9.140 -4.539 -1.814
Br 9.131 -3.571 -4.850
Br 8.130 -1.606 -2.543
H 10.332 -2.665 -2.894
C -5.397 1.140 -0.514
Br -5.273 0.885 -2.418
Br -6.841 0.118 0.247
Br -3.715 0.783 0.362
H -5.624 2.184 -0.349
C -10.059 2.105 -2.096
Br -8.354 2.966 -2.342
Br -10.158 0.449 -3.070
Br -10.472 1.863 -0.231
H -10.810 2.764 -2.505
C -2.928 0.668 5.860
Br -4.065 -0.840 5.470
Br -1.569 0.894 4.519
Br -3.950 2.280 6.119
H -2.430 0.454 6.794
*
```

# 3
Computed, not measured: an isolated molecule of C20H24BrN3O3S in a non-equilibrium geometry, with ωB97M-V/def2-TZVPD.

Values from the calculation:
**Energy relative to the best compared isomer or geometry (same formula, charge and spin)**: 14.9 kcal/mol
**LUMO**: 0.1 eV
**Molecular weight**: 466.40 g/mol
**HOMO-LUMO gap**: 9.36 eV
**E_tot**: -112620.547 eV

Geometry as ORCA input:
```
! wB97M-V def2-TZVPD RIJCOSX def2/J DEFGRID3
* xyz 0 1
O 2.546 2.074 -0.781
C 2.096 1.054 -1.267
N 2.746 -0.120 -1.281
H 2.264 -0.952 -1.594
C 4.067 -0.265 -0.701
C 4.293 -1.628 -0.114
C 3.317 -2.266 0.645
C 3.597 -3.524 1.156
N 4.745 -4.155 0.971
C 5.673 -3.544 0.255
C 5.500 -2.291 -0.309
H 6.290 -1.838 -0.890
H 6.599 -4.090 0.126
H 2.863 -4.055 1.748
H 2.363 -1.802 0.833
H 4.825 -0.062 -1.468
H 4.165 0.506 0.073
C 0.702 1.001 -1.900
N -0.291 0.674 -0.890
S -0.290 -0.908 -0.399
O 0.288 -1.132 0.897
O 0.272 -1.664 -1.487
C -2.039 -1.285 -0.321
C -2.827 -0.981 -1.415
C -4.176 -1.287 -1.391
C -4.706 -1.899 -0.264
C -3.916 -2.214 0.832
C -2.567 -1.904 0.796
H -1.915 -2.128 1.626
H -4.349 -2.695 1.695
Br -6.556 -2.315 -0.222
H -4.811 -1.056 -2.232
H -2.377 -0.510 -2.274
C -0.692 1.785 -0.026
C -1.069 1.361 1.389
C -1.445 2.591 2.213
C -2.616 3.332 1.576
C -2.266 3.736 0.148
C -1.882 2.509 -0.672
H -1.626 2.807 -1.690
H -2.727 1.819 -0.726
H -3.115 4.240 -0.318
H -1.427 4.435 0.164
H -2.860 4.219 2.165
H -3.495 2.684 1.566
H -1.706 2.281 3.227
H -0.584 3.258 2.278
H -1.918 0.675 1.352
H -0.235 0.840 1.856
H 0.157 2.477 0.044
H 0.654 0.237 -2.676
H 0.461 1.977 -2.324
*
```

# 4
Computed, not measured: an isolated molecule of C20H24BrN3O5, with ωB97M-V/def2-TZVPD.

Values from the calculation:
**Energy relative to the best compared isomer or geometry (same formula, charge and spin)**: 4.2 kcal/mol
**LUMO**: 0.1 eV
**Molecular weight**: 466.33 g/mol
**HOMO-LUMO gap**: 8.00 eV
**E_tot**: -105881.539 eV

Geometry as ORCA input:
```
! wB97M-V def2-TZVPD RIJCOSX def2/J DEFGRID3
* xyz 0 1
C 0.662 1.051 -2.104
C 1.625 0.142 -2.855
H 2.589 0.641 -2.995
H 1.209 -0.142 -3.825
O 1.840 -1.091 -2.170
C 2.864 -1.154 -1.306
O 3.597 -0.226 -1.071
C 2.996 -2.556 -0.750
C 4.251 -2.710 0.113
C 4.061 -2.051 1.477
C 2.796 -2.601 2.144
N 1.602 -2.401 1.346
C 1.117 -1.043 1.340
C -0.338 -0.955 0.894
O -1.019 -1.894 0.564
N -0.770 0.345 0.916
C -1.972 0.899 0.529
C -2.103 2.278 0.375
N -3.395 2.576 -0.001
C -4.103 1.424 -0.089
C -5.443 1.231 -0.421
C -5.929 -0.054 -0.425
C -5.087 -1.126 -0.104
C -3.763 -0.968 0.225
C -3.248 0.333 0.235
H -3.130 -1.809 0.457
Br -5.832 -2.881 -0.127
H -6.960 -0.248 -0.675
H -6.078 2.067 -0.666
H -3.734 3.509 -0.160
C -1.070 3.265 0.571
O 0.066 2.999 0.922
O -1.490 4.519 0.322
C -0.517 5.540 0.493
H -0.177 5.569 1.530
H -1.005 6.472 0.224
H 0.344 5.355 -0.153
H -0.082 1.069 1.127
H 1.706 -0.367 0.698
H 1.171 -0.655 2.362
C 1.740 -3.004 0.044
H 1.815 -4.084 0.199
H 0.841 -2.806 -0.539
H 2.906 -3.681 2.292
H 2.646 -2.140 3.123
H 3.978 -0.972 1.349
H 4.927 -2.251 2.110
H 4.451 -3.775 0.250
H 5.105 -2.262 -0.399
H 3.062 -3.210 -1.626
H 1.112 1.402 -1.178
H -0.256 0.514 -1.875
H 0.423 1.912 -2.721
*
```